(1)
Formula: C48H35BaN7O8PS
Source: the OMol25 dataset
Level of theory: ωB97M-V/def2-TZVPD

Properties
multiplicity: 2
total charge: -2
F_max: 5.0 eV Å⁻¹
molar mass: 1038.2 g mol⁻¹
E_HOMO (alpha / beta): 0.444 / -2.578 eV
frontier orbital gap (alpha / beta): 1.845 / 4.868 eV
energy above the lowest of the compared OMol25 structures with the same formula, charge and spin: 0.912 eV

```
101
Properties=species:S:1:pos:R:3:lowdin_charge:R:1
Ba -1.471 -0.494 0.354 1.77
O -1.027 -1.181 2.826 -0.43
N -0.869 -2.292 3.522 -0.25
C -0.722 -2.149 4.880 -0.04
C -0.596 -3.258 5.658 -0.09
C -0.552 -4.578 5.027 -0.09
C -0.666 -4.664 3.639 -0.10
C -1.017 -3.473 2.839 -0.71
S -1.687 -3.653 1.263 0.48
H -0.865 -1.123 5.160 0.12
H -0.519 -3.187 6.717 0.07
H -0.385 -5.493 5.654 0.10
H -0.761 -5.593 3.052 0.09
C 12.007 -5.263 -2.630 -0.12
O 11.737 -3.968 -2.179 -0.10
C 10.447 -3.659 -1.979 -0.32
C 9.429 -4.461 -2.467 -0.05
C 8.118 -4.212 -2.151 -0.05
C 7.774 -3.101 -1.410 -0.18
C 8.801 -2.282 -0.932 -0.03
C 10.128 -2.623 -1.083 0.00
C 6.376 -2.821 -1.171 -0.28
N 5.966 -1.918 -0.228 0.16
C 4.610 -1.886 -0.313 -0.21
C 4.146 -2.785 -1.331 -0.13
N 5.305 -3.390 -1.785 0.15
C 2.819 -2.924 -1.745 -0.13
C 2.324 -3.843 -2.705 -0.10
C 1.089 -3.601 -3.288 -0.13
C 0.292 -2.589 -2.745 -0.20
N 0.708 -1.733 -1.790 0.01
C 1.943 -1.910 -1.230 -0.15
C 2.326 -0.989 -0.133 -0.14
N 1.380 -0.236 0.461 -0.03
C 1.816 0.764 1.211 -0.15
C 3.141 0.928 1.684 -0.04
C 4.088 -0.023 1.268 -0.03
C 3.738 -0.932 0.276 -0.10
H 13.106 -5.265 -2.854 0.10
H 11.456 -5.463 -3.619 0.10
H 11.787 -6.030 -1.860 0.10
H 9.802 -5.393 -2.966 0.10
H 7.394 -4.887 -2.653 0.12
H 8.477 -1.336 -0.415 0.13
H 10.900 -2.081 -0.585 0.10
H 5.447 -3.932 -2.609 0.13
H 2.879 -4.748 -2.829 0.07
H 0.755 -4.090 -4.178 0.07
H -0.650 -2.328 -3.262 0.10
H 0.998 1.541 1.313 0.08
H 3.444 1.613 2.459 0.09
H 5.091 0.033 1.617 0.09
C -4.262 4.806 4.501 -0.11
C -4.765 3.880 3.568 -0.11
C -3.931 3.347 2.617 -0.08
C -2.721 3.988 2.288 -0.23
C -2.344 5.075 3.042 -0.10
C -3.066 5.429 4.186 -0.10
P -1.440 3.281 1.124 0.39
C -1.456 4.577 -0.020 -0.26
C -2.524 4.626 -0.946 -0.07
C -2.320 5.227 -2.203 -0.06
C -1.064 5.956 -2.390 -0.10
C -0.150 6.109 -1.360 -0.13
C -0.286 5.416 -0.178 -0.05
C -7.315 6.386 -0.372 0.00
C -7.501 6.758 -1.653 -0.14
C -7.795 5.694 -2.578 -0.07
C -7.587 4.338 -2.171 -0.10
C -7.168 4.082 -0.892 -0.13
C -7.170 5.154 -0.030 0.04
H -4.848 5.060 5.322 0.07
H -5.851 3.634 3.729 0.11
H -4.059 2.381 2.129 0.09
H -1.444 5.614 2.664 0.11
H -2.609 6.204 4.851 0.10
H -3.496 4.160 -0.832 0.10
H -3.086 5.177 -2.981 0.09
H -0.931 6.363 -3.404 0.09
H 0.686 6.793 -1.619 0.10
H 0.474 5.366 0.592 0.10
H -7.549 7.773 -1.953 0.07
H -7.910 5.919 -3.666 0.11
H -7.764 3.558 -2.895 0.10
H -7.021 3.029 -0.549 0.11
O -5.650 -4.057 -1.800 -0.01
C -6.671 -3.440 -1.354 -0.58
O -7.868 -3.729 -1.505 0.00
C -6.203 -2.233 -0.502 -0.01
C -6.682 -1.555 0.578 -0.06
N -5.796 -0.631 1.020 -0.01
N -4.664 -0.605 0.261 0.07
C -4.895 -1.541 -0.712 -0.13
C -3.999 -1.540 -1.878 -0.52
O -4.069 -2.552 -2.730 0.04
O -3.169 -0.615 -2.090 -0.09
H -4.592 -3.413 -2.159 0.07
H -7.610 -1.597 1.044 0.10
H -6.005 0.061 1.722 0.15
O -2.026 1.999 0.644 -0.57
O -0.089 3.241 1.784 -0.34
```



(2)
Formula: C48H36Br4NO3P2Pt
Source: the OMol25 dataset
Level of theory: ωB97M-V/def2-TZVPD

Properties
total charge: -1
F_max: 2.4 eV Å⁻¹
molar mass: 1251.5 g mol⁻¹
E_HOMO: -4.106 eV
frontier orbital gap: 6.150 eV
energy above the lowest of the compared OMol25 structures with the same formula, charge and spin: 2.521 eV

```
95
Properties=species:S:1:pos:R:3:lowdin_charge:R:1
Pt -0.339 -1.386 -1.196 1.02
Br 5.575 -2.418 -5.197 0.65
C 3.797 -2.248 -4.561 -0.77
C 2.746 -2.778 -5.292 -0.77
Br 3.064 -3.746 -6.890 0.65
C 1.436 -2.577 -4.837 -0.64
Br -0.067 -3.242 -5.779 0.74
C 1.159 -1.860 -3.677 -0.43
O -0.056 -1.538 -3.313 -0.20
C 2.236 -1.457 -2.831 -0.45
O 1.921 -0.989 -1.662 -0.21
C 3.533 -1.589 -3.347 -0.63
Br 4.967 -0.863 -2.339 0.71
O -0.162 1.227 -1.363 -0.12
C 1.044 1.904 -1.581 -0.28
C 1.348 2.224 -2.891 0.00
C 2.577 2.787 -3.194 -0.06
C 3.482 3.053 -2.182 -0.08
C 3.158 2.762 -0.865 -0.09
C 1.944 2.166 -0.533 -0.25
P 1.449 1.780 1.206 1.16
C 2.317 3.195 2.022 -0.36
C 1.676 4.434 1.961 -0.11
C 2.258 5.570 2.502 -0.09
C 3.499 5.487 3.119 -0.10
C 4.133 4.256 3.214 -0.09
C 3.542 3.116 2.680 -0.09
C 2.497 0.378 1.761 -0.36
C 1.975 -0.420 2.781 -0.09
C 2.700 -1.485 3.295 -0.08
C 3.967 -1.755 2.799 -0.09
C 4.510 -0.944 1.815 -0.08
C 3.782 0.120 1.300 -0.10
C -1.221 1.921 -0.832 -0.29
C -1.505 3.218 -1.236 0.00
C -2.598 3.879 -0.702 -0.07
C -3.387 3.263 0.260 -0.08
C -3.073 1.983 0.690 -0.10
C -2.005 1.277 0.141 -0.29
P -1.469 -0.386 0.711 1.04
C -1.578 -0.085 2.557 -0.33
C -1.201 1.141 3.111 -0.15
C -1.382 1.402 4.461 -0.08
C -1.929 0.436 5.294 -0.09
C -2.246 -0.808 4.771 -0.08
C -2.052 -1.073 3.421 -0.07
C -2.976 -1.471 0.671 -0.39
C -2.699 -2.839 0.738 -0.15
C -3.719 -3.775 0.785 -0.07
C -5.040 -3.351 0.763 -0.08
C -5.328 -1.998 0.687 -0.08
C -4.304 -1.062 0.637 -0.09
H 0.633 1.981 -3.668 0.13
H 2.825 3.013 -4.224 0.11
H 4.455 3.470 -2.413 0.10
H 3.878 2.984 -0.086 0.10
H 0.707 4.507 1.474 0.10
H 1.742 6.521 2.447 0.10
H 3.965 6.376 3.526 0.10
H 5.095 4.181 3.706 0.10
H 4.050 2.165 2.772 0.09
H 0.997 -0.194 3.190 0.08
H 2.279 -2.089 4.090 0.10
H 4.529 -2.600 3.182 0.10
H 5.507 -1.138 1.440 0.10
H 4.217 0.741 0.532 0.09
H -0.869 3.701 -1.965 0.12
H -2.822 4.888 -1.026 0.10
H -4.237 3.781 0.685 0.10
H -3.657 1.536 1.484 0.11
H -0.798 1.915 2.475 0.05
H -1.104 2.371 4.858 0.10
H -2.102 0.651 6.342 0.10
H -2.661 -1.576 5.411 0.10
H -2.309 -2.050 3.039 0.10
H -1.663 -3.159 0.738 0.09
H -3.488 -4.833 0.812 0.11
H -5.842 -4.079 0.800 0.10
H -6.359 -1.668 0.646 0.10
H -4.558 -0.016 0.546 0.09
C -3.325 -0.733 -2.537 -0.04
C -2.952 -2.178 -2.433 -0.37
C -3.544 -3.273 -3.021 -0.08
C -2.704 -4.392 -2.767 -0.09
C -1.636 -3.936 -2.028 -0.39
C -0.440 -4.691 -1.524 -0.05
N -1.818 -2.602 -1.788 -0.15
H -4.338 -0.627 -2.930 0.08
H -2.630 -0.212 -3.206 0.08
H -3.270 -0.235 -1.571 0.03
H -4.475 -3.265 -3.570 0.09
H -2.848 -5.415 -3.086 0.09
H -0.743 -5.576 -0.954 0.07
H 0.173 -4.052 -0.886 0.05
H 0.180 -5.030 -2.358 0.07
```



(3)
Formula: C48H36CoF6N4O4P
Source: the OMol25 dataset
Level of theory: ωB97M-V/def2-TZVPD

Properties
multiplicity: 6
total charge: +1
F_max: 0.4 eV Å⁻¹
molar mass: 936.7 g mol⁻¹
E_HOMO (alpha / beta): -8.963 / -10.514 eV
frontier orbital gap (alpha / beta): 4.796 / 4.659 eV

```
100
Properties=species:S:1:pos:R:3:lowdin_charge:R:1
Co -0.402 -0.214 0.195 0.91
C 8.086 4.147 -1.515 -0.07
O 7.470 4.055 -0.236 -0.07
C 6.303 3.388 -0.146 -0.28
C 5.616 2.847 -1.229 0.00
C 4.414 2.187 -1.015 -0.03
C 3.866 2.042 0.257 -0.20
C 4.588 2.574 1.333 -0.03
C 5.777 3.239 1.138 0.02
C 2.586 1.313 0.407 -0.06
C 2.482 0.039 -0.152 -0.17
C 3.625 -0.794 -0.485 0.05
C 3.153 -2.004 -0.848 0.05
C 1.722 -1.929 -0.812 -0.15
N 1.339 -0.665 -0.369 0.05
C 0.858 -2.937 -1.263 -0.04
C -0.493 -2.717 -1.387 -0.17
C -1.419 -3.511 -2.137 0.06
C -2.547 -2.767 -2.279 0.02
C -2.322 -1.530 -1.586 -0.18
C -3.230 -0.396 -1.454 -0.04
C -3.805 0.271 -2.553 -0.16
C -3.523 -0.111 -3.892 0.00
C -3.980 0.620 -4.965 0.00
C -4.744 1.774 -4.750 -0.27
O -5.215 2.566 -5.717 -0.05
C -4.859 2.291 -7.069 -0.05
C -5.068 2.154 -3.439 0.02
C -4.618 1.429 -2.374 0.00
C -3.290 0.123 -0.086 -0.18
N -2.168 0.403 0.584 0.07
C -2.559 0.939 1.808 -0.18
C -1.707 1.617 2.662 -0.05
C -2.255 2.244 3.896 -0.22
C -2.597 3.598 3.921 -0.03
C -3.028 4.191 5.091 0.01
C -3.112 3.440 6.265 -0.28
O -3.496 4.110 7.372 -0.07
C -3.533 3.389 8.598 -0.07
C -2.813 2.084 6.237 0.01
C -2.384 1.493 5.054 0.01
C -0.385 1.833 2.304 -0.15
C 0.451 2.874 2.853 0.06
C 1.576 2.907 2.123 0.04
C 1.520 1.792 1.180 -0.14
N 0.306 1.193 1.277 0.06
C -3.984 0.906 1.895 0.06
C -4.439 0.401 0.717 0.02
N -1.117 -1.524 -1.025 0.07
C 1.445 -4.207 -1.773 -0.23
C 1.518 -5.339 -0.963 0.00
C 2.129 -6.488 -1.421 0.02
C 2.683 -6.529 -2.699 -0.28
O 3.272 -7.690 -3.053 -0.07
C 3.980 -7.729 -4.284 -0.07
C 2.600 -5.408 -3.523 0.00
C 1.987 -4.255 -3.049 -0.03
H 9.015 4.686 -1.362 0.10
H 7.460 4.702 -2.216 0.10
H 8.300 3.155 -1.918 0.10
H 5.998 2.938 -2.235 0.11
H 3.875 1.793 -1.871 0.13
H 4.248 2.408 2.348 0.12
H 6.337 3.641 1.973 0.13
H 4.655 -0.496 -0.368 0.13
H 3.715 -2.885 -1.114 0.13
H -1.211 -4.498 -2.518 0.13
H -3.466 -3.033 -2.778 0.13
H -2.923 -0.992 -4.081 0.11
H -3.747 0.290 -5.967 0.11
H -5.176 3.155 -7.642 0.10
H -5.375 1.402 -7.432 0.10
H -3.781 2.164 -7.176 0.10
H -5.681 3.035 -3.296 0.13
H -4.883 1.741 -1.372 0.11
H -2.528 4.188 3.013 0.13
H -3.305 5.237 5.125 0.13
H -3.779 4.115 9.365 0.09
H -2.562 2.941 8.819 0.10
H -4.299 2.611 8.575 0.10
H -2.906 1.478 7.127 0.11
H -2.140 0.439 5.032 0.12
H 0.172 3.515 3.674 0.13
H 2.383 3.613 2.207 0.12
H -4.555 1.243 2.746 0.14
H -5.459 0.223 0.416 0.13
H 1.102 -5.310 0.038 0.13
H 2.201 -7.373 -0.800 0.13
H 4.480 -8.692 -4.313 0.10
H 4.726 -6.933 -4.334 0.10
H 3.300 -7.651 -5.135 0.10
H 3.002 -5.425 -4.525 0.11
H 1.930 -3.381 -3.689 0.13
F -0.394 -1.633 1.641 -0.24
P -0.780 -2.295 3.220 0.19
F -0.220 -0.906 3.825 -0.14
F -1.320 -3.578 2.446 -0.13
F 0.694 -2.891 3.225 -0.12
F -2.233 -1.606 3.060 -0.14
F -1.131 -2.865 4.647 -0.10
```